No. 1
Entry from the OMol25 dataset: the molecule C20H24N2O2S in a non-equilibrium geometry (ωB97M-V with the def2-TZVPD basis set).

XYZ file:
```
49
Properties=species:S:1:pos:R:3
C -1.650 -3.224 3.132
H 4.107 1.820 -0.734
H -2.935 0.005 0.639
H -1.752 -3.524 4.165
C -1.857 -1.898 2.777
H -0.907 -4.536 0.098
H 1.343 1.873 3.278
C -1.173 -3.800 0.842
C 1.305 -0.164 2.619
H -2.189 -2.003 -1.427
C 1.593 1.185 2.484
C -0.388 2.528 -0.924
H 2.433 2.706 1.226
C -1.018 0.400 -2.848
C 3.173 1.300 -0.934
H -0.274 2.317 -3.596
C 0.102 1.448 -3.038
H -0.399 3.606 -1.122
C 2.209 1.656 1.338
H 0.828 -0.533 3.514
H 3.330 0.528 -1.682
H 0.940 1.034 -3.598
N 0.607 1.858 -1.745
O 2.102 3.742 -0.925
C 2.229 -0.567 0.443
H -1.152 -5.193 2.468
C -1.774 1.914 -1.202
C -1.712 -1.534 1.455
H 1.400 -2.091 1.697
H -0.613 -0.605 -2.944
H -2.122 -1.165 3.526
O 2.606 2.689 -3.094
C -1.373 -2.481 0.492
H -0.071 -0.112 -0.360
C 1.628 -1.041 1.598
H -0.430 -2.225 -1.430
S 2.129 2.566 -1.745
C 2.530 0.783 0.303
H 2.476 -1.255 -0.353
H -1.470 0.615 1.438
C -1.312 -4.165 2.175
C -1.271 -1.836 -0.857
H -2.251 2.433 -2.038
C -1.874 -0.187 0.821
H -1.765 0.539 -3.638
C -1.135 -0.335 -0.523
N -1.702 0.513 -1.566
H -0.095 2.379 0.119
H -2.409 2.038 -0.326
```

Calculated values
ΔE to the lowest compared entry with this formula, charge and spin in eV: 2.098
E_LUMO in eV: 0.7


No. 2
Entry from the OMol25 dataset: the molecule C20H24N2O4S2 in a non-equilibrium geometry (ωB97M-V with the def2-TZVPD basis set).

XYZ file:
```
52
Properties=species:S:1:pos:R:3
H -4.117 -0.121 -1.750
C 6.858 2.261 -0.035
C -5.126 0.008 -1.326
C -5.965 0.872 -2.273
H 7.194 1.387 -1.959
C 5.308 1.063 1.370
H 5.115 -2.791 -1.553
H 3.620 -3.225 -2.406
C 5.812 0.231 -0.824
H -6.396 2.905 -0.713
H 0.209 0.857 1.452
H 4.775 0.959 2.303
C -2.808 -0.535 0.901
O -4.658 0.570 2.412
C -5.381 2.805 -1.121
C 6.664 1.303 -1.021
C 3.353 -1.718 -0.905
H -3.481 1.983 -0.494
H 6.310 2.851 1.949
S 4.021 -1.234 0.743
H 1.814 -0.346 0.429
C -4.523 2.006 -0.136
H -4.954 3.794 -1.294
C 6.171 2.120 1.166
C -1.867 0.352 1.391
H -0.803 -2.592 -0.870
O -5.428 2.171 -2.378
H -4.559 2.443 0.862
C -1.106 -1.771 -0.243
H -5.588 -0.966 -1.169
C 5.121 0.115 0.371
H 7.994 3.566 -1.301
C -0.146 -0.883 0.243
H 5.704 -0.506 -1.605
O -5.250 -1.491 1.182
H 3.517 -0.857 -1.561
H -3.193 -2.278 -0.252
N 1.208 -1.000 -0.056
C 7.802 3.404 -0.243
C 1.839 -1.937 -0.817
H -2.192 1.153 2.034
H -5.961 0.457 -3.282
C 4.046 -2.958 -1.442
C -0.537 0.176 1.067
H 7.401 4.319 0.188
S -4.541 -0.249 1.243
C -2.436 -1.592 0.092
N -5.069 0.673 -0.046
H 8.754 3.194 0.247
H -6.996 0.922 -1.895
H 3.893 -3.791 -0.758
O 1.292 -2.827 -1.423
```

Calculated values
ΔE to the lowest compared entry with this formula, charge and spin in eV: 0.035
E_LUMO in eV: 0.5


No. 3
Entry from the OMol25 dataset: the molecule C20H24N2O5S (ωB97M-V with the def2-TZVPD basis set).

XYZ file:
```
52
Properties=species:S:1:pos:R:3
H -2.227 -4.008 -0.559
C 0.619 0.616 1.004
H 5.003 2.360 -0.790
C -3.881 -0.740 1.824
C -3.577 1.429 0.837
H 5.393 0.672 -2.507
C -0.912 2.049 -0.154
H -4.955 -2.880 -1.396
H 3.243 0.332 -1.468
C -3.796 0.872 -0.416
H -3.484 1.033 2.942
S -2.085 3.397 -0.095
O -2.637 3.595 -1.399
O -4.278 -2.657 0.552
O 3.498 -0.453 2.542
N 4.087 -0.037 0.419
H 3.957 -1.283 -1.276
C -3.634 0.609 1.960
C -0.223 1.715 0.993
C 4.072 -0.229 -1.018
C 5.411 0.351 -1.468
H 0.187 -0.404 -2.191
C -4.062 -1.310 0.563
O -1.530 4.524 0.595
C 5.101 0.928 0.824
H -3.142 3.128 1.877
C 5.613 1.508 -0.490
H 5.891 0.410 1.377
H 6.203 -0.389 -1.341
H -2.442 -2.520 -1.479
H -0.336 2.327 1.874
O 1.546 -1.250 -0.263
H -3.929 -1.384 2.688
C -0.776 1.300 -1.309
H -1.322 1.596 -2.190
H -2.919 -4.072 -2.186
H -4.191 -0.877 -1.547
H -3.778 1.516 -1.280
C -4.029 -0.484 -0.556
C -4.275 -3.354 -0.677
C 2.306 -1.665 0.853
C 0.058 0.203 -1.309
H 1.155 0.373 1.906
H 1.659 -1.915 1.703
N -3.272 2.790 0.936
H 4.659 1.673 1.488
H 6.650 1.827 -0.421
H -4.675 -4.340 -0.427
C -2.874 -3.496 -1.267
H 2.817 -2.576 0.525
C 3.352 -0.657 1.349
C 0.758 -0.152 -0.151
```

Calculated values
ΔE to the lowest compared entry with this formula, charge and spin in eV: 1.988
E_LUMO in eV: 0.5


No. 4
Entry from the OMol25 dataset: a cluster of 2 separate species, C20H24NO5S2 in total in a non-equilibrium geometry (ωB97M-V with the def2-TZVPD basis set).

XYZ file:
```
52
Properties=species:S:1:pos:R:3
C 3.038 1.892 -0.784
O 2.074 2.355 -0.216
C 1.679 1.232 3.238
C -0.062 2.076 5.297
S -1.685 -0.699 -1.517
H -0.904 2.161 5.985
H -0.915 -0.971 2.811
H 2.893 -1.485 -0.228
H -6.096 -1.360 -2.697
H 5.838 1.558 -0.259
C 1.999 -0.115 1.232
H -3.996 -4.231 -0.765
O 4.801 0.867 -2.704
O 3.740 2.690 -1.651
C -6.085 -1.092 -1.633
H 0.869 1.901 5.859
C 0.797 -0.814 1.520
H 2.021 2.025 3.907
C 3.464 0.463 -0.702
C 2.782 -0.442 0.063
C -4.540 -3.301 -0.548
S -1.628 -3.510 -0.843
H 5.448 4.123 -3.009
O -0.410 0.939 4.466
C -6.788 -2.182 -0.833
N -3.911 -2.193 -1.268
H 6.199 3.241 -0.747
H -6.445 -4.272 -0.346
H 0.458 -1.585 0.821
C -4.636 -0.926 -1.174
H -4.499 -3.138 0.547
H 3.366 1.419 1.941
H -6.038 -3.825 -1.999
H 7.017 1.880 -1.562
C -6.002 -3.481 -0.959
C 4.994 2.190 -2.166
H 6.251 2.760 -3.828
H 4.515 3.052 -4.078
O 4.358 -1.247 -2.092
H -7.806 -2.325 -1.206
H -6.852 -1.886 0.221
H -4.639 -0.549 -0.133
C 0.440 0.584 3.466
H -4.139 -0.175 -1.802
C -2.517 -2.133 -1.227
C 4.252 -0.064 -1.851
C 2.428 0.892 2.132
C 6.079 2.212 -1.103
C 5.329 3.094 -3.352
H 0.040 2.999 4.706
H -6.603 -0.133 -1.537
C 0.025 -0.469 2.605
```

Calculated values
Net charge: -1
E_LUMO in eV: 1.8


Repeat the second record exactly.
Entry from the OMol25 dataset: the molecule C20H24N2O4S2 in a non-equilibrium geometry (ωB97M-V with the def2-TZVPD basis set).

XYZ file:
```
52
Properties=species:S:1:pos:R:3
H -4.117 -0.121 -1.750
C 6.858 2.261 -0.035
C -5.126 0.008 -1.326
C -5.965 0.872 -2.273
H 7.194 1.387 -1.959
C 5.308 1.063 1.370
H 5.115 -2.791 -1.553
H 3.620 -3.225 -2.406
C 5.812 0.231 -0.824
H -6.396 2.905 -0.713
H 0.209 0.857 1.452
H 4.775 0.959 2.303
C -2.808 -0.535 0.901
O -4.658 0.570 2.412
C -5.381 2.805 -1.121
C 6.664 1.303 -1.021
C 3.353 -1.718 -0.905
H -3.481 1.983 -0.494
H 6.310 2.851 1.949
S 4.021 -1.234 0.743
H 1.814 -0.346 0.429
C -4.523 2.006 -0.136
H -4.954 3.794 -1.294
C 6.171 2.120 1.166
C -1.867 0.352 1.391
H -0.803 -2.592 -0.870
O -5.428 2.171 -2.378
H -4.559 2.443 0.862
C -1.106 -1.771 -0.243
H -5.588 -0.966 -1.169
C 5.121 0.115 0.371
H 7.994 3.566 -1.301
C -0.146 -0.883 0.243
H 5.704 -0.506 -1.605
O -5.250 -1.491 1.182
H 3.517 -0.857 -1.561
H -3.193 -2.278 -0.252
N 1.208 -1.000 -0.056
C 7.802 3.404 -0.243
C 1.839 -1.937 -0.817
H -2.192 1.153 2.034
H -5.961 0.457 -3.282
C 4.046 -2.958 -1.442
C -0.537 0.176 1.067
H 7.401 4.319 0.188
S -4.541 -0.249 1.243
C -2.436 -1.592 0.092
N -5.069 0.673 -0.046
H 8.754 3.194 0.247
H -6.996 0.922 -1.895
H 3.893 -3.791 -0.758
O 1.292 -2.827 -1.423
```

Calculated values
ΔE to the lowest compared entry with this formula, charge and spin in eV: 0.035
E_LUMO in eV: 0.5


Repeat the second record exactly.
Entry from the OMol25 dataset: the molecule C20H24N2O4S2 in a non-equilibrium geometry (ωB97M-V with the def2-TZVPD basis set).

XYZ file:
```
52
Properties=species:S:1:pos:R:3
H -4.117 -0.121 -1.750
C 6.858 2.261 -0.035
C -5.126 0.008 -1.326
C -5.965 0.872 -2.273
H 7.194 1.387 -1.959
C 5.308 1.063 1.370
H 5.115 -2.791 -1.553
H 3.620 -3.225 -2.406
C 5.812 0.231 -0.824
H -6.396 2.905 -0.713
H 0.209 0.857 1.452
H 4.775 0.959 2.303
C -2.808 -0.535 0.901
O -4.658 0.570 2.412
C -5.381 2.805 -1.121
C 6.664 1.303 -1.021
C 3.353 -1.718 -0.905
H -3.481 1.983 -0.494
H 6.310 2.851 1.949
S 4.021 -1.234 0.743
H 1.814 -0.346 0.429
C -4.523 2.006 -0.136
H -4.954 3.794 -1.294
C 6.171 2.120 1.166
C -1.867 0.352 1.391
H -0.803 -2.592 -0.870
O -5.428 2.171 -2.378
H -4.559 2.443 0.862
C -1.106 -1.771 -0.243
H -5.588 -0.966 -1.169
C 5.121 0.115 0.371
H 7.994 3.566 -1.301
C -0.146 -0.883 0.243
H 5.704 -0.506 -1.605
O -5.250 -1.491 1.182
H 3.517 -0.857 -1.561
H -3.193 -2.278 -0.252
N 1.208 -1.000 -0.056
C 7.802 3.404 -0.243
C 1.839 -1.937 -0.817
H -2.192 1.153 2.034
H -5.961 0.457 -3.282
C 4.046 -2.958 -1.442
C -0.537 0.176 1.067
H 7.401 4.319 0.188
S -4.541 -0.249 1.243
C -2.436 -1.592 0.092
N -5.069 0.673 -0.046
H 8.754 3.194 0.247
H -6.996 0.922 -1.895
H 3.893 -3.791 -0.758
O 1.292 -2.827 -1.423
```

Calculated values
ΔE to the lowest compared entry with this formula, charge and spin in eV: 0.035
E_LUMO in eV: 0.5


Q: E_LUMO of number 2 (C20H24N2O4S2)?
A: 0.5 eV